i) Molecular formula: C9H10N2O2
Method: DFT, ωB97M-V/def2-TZVPD

The calculation puts the HOMO energy at -8.32 eV. Its multiplicity is 1. As for the net charge: 0.

Bonds (Å) are listed after each position.
Atoms and positions in Å:
1 C -2.9647 -0.6249 0.3556  C2 1.404, C3 1.433, H14 1.073
2 C -2.9551 0.6643 0.9114  C1 1.404, C4 1.352, H15 1.049
3 C -1.7481 -1.2259 -0.1050  C1 1.433, C5 1.392, H16 1.096
4 C -1.7873 1.3394 1.0055  C2 1.352, C6 1.373, H17 1.045
5 C -0.5798 -0.4720 -0.1701  C3 1.392, C6 1.411, C8 1.491
6 C -0.6418 0.7558 0.5231  C4 1.373, C5 1.411, N10 1.467
7 C 1.4558 1.8792 0.1633  N10 1.271, O12 1.202, O13 1.410
8 C 0.5578 -0.9498 -1.0072  C5 1.491, C9 1.547, H18 1.113, H19 1.043
9 C 1.7289 -1.6412 -0.2692  C8 1.547, N11 1.333
10 N 0.6330 1.3324 0.9628  C6 1.467, C7 1.271, H20 0.982
11 N 2.4875 -2.3518 -1.1046  C9 1.333, H21 0.951, H23 1.093
12 O 1.2730 2.1926 -0.9823  C7 1.202
13 O 2.6932 2.2014 0.7578  C7 1.410, H22 0.988
14 H -3.8905 -1.0811 0.6508  C1 1.073
15 H -3.8439 1.1296 1.2170  C2 1.049
16 H -1.7470 -2.1997 -0.6086  C3 1.096
17 H -1.7053 2.2432 1.5228  C4 1.045
18 H 0.2052 -1.5154 -1.8991  C8 1.113
19 H 0.9307 -0.0271 -1.3202  C8 1.043
20 H 0.7046 0.9863 1.8795  N10 0.982
21 H 2.3354 -2.3212 -2.0425  N11 0.951
22 H 3.4674 2.4244 0.1860  O13 0.988
23 H 3.3913 -2.7383 -0.6269  N11 1.093



ii) Molecular formula: C9H10N2O2
Method: DFT, ωB97M-V/def2-TZVPD

The calculation puts the HOMO energy at -8.75 eV. Its multiplicity is 1. As for the SMILES: [H]/N=C(/N)[C@H]1COc2ccccc2O1. As for the net charge: 0.

Bonds (Å) are listed after each position.
Atoms and positions in Å:
1 H -1.8658 -2.1554 -1.0427  N2 1.013
2 N -0.9541 -2.5641 -1.2088  H1 1.013, C3 1.314
3 C -0.2033 -2.3161 -0.1592  N2 1.314, N4 1.417, C5 1.502
4 N 1.0146 -3.0228 0.0012  C3 1.417, H15 1.046, H16 1.060
5 C -0.4771 -1.4229 1.0163  C3 1.502, C6 1.490, O14 1.448, H17 1.122
6 C 0.7505 -0.8426 1.6291  C5 1.490, O7 1.430, H18 1.128, H19 1.148
7 O 1.4257 -0.1144 0.6006  C6 1.430, C8 1.424
8 C 0.6119 0.9429 0.1017  O7 1.424, C9 1.408, C13 1.410
9 C 1.2138 2.0624 -0.5042  C8 1.408, C10 1.407, H20 1.114
10 C 0.4451 3.0561 -1.1373  C9 1.407, C11 1.362, H21 1.059
11 C -0.9096 2.9197 -1.1162  C10 1.362, C12 1.430, H22 1.150
12 C -1.5093 1.7191 -0.6237  C11 1.430, C13 1.387, H23 1.118
13 C -0.7869 0.7685 0.0820  C8 1.410, C12 1.387, O14 1.361
14 O -1.3413 -0.3004 0.7166  C5 1.448, C13 1.361
15 H 1.0362 -3.8410 -0.6495  N4 1.046
16 H 1.8850 -2.4175 0.0195  N4 1.060
17 H -1.1587 -1.9981 1.6967  C5 1.122
18 H 0.3971 -0.1343 2.4326  C6 1.128
19 H 1.5990 -1.5174 2.0075  C6 1.148
20 H 2.3174 1.9980 -0.3654  C9 1.114
21 H 0.8620 3.9471 -1.5286  C10 1.059
22 H -1.7370 3.6499 -1.4386  C11 1.150
23 H -2.6153 1.5833 -0.5297  C12 1.118



Result of the stability comparison: ii) is the most stable of them.



i) Molecular formula: C20H21N3OS
Method: DFT, ωB97M-V/def2-TZVPD

The calculation puts the HOMO energy at -7.96 eV. Its multiplicity is 1. As for the SMILES: Cc1ccnc(SCC(=O)n2c3c(c4ccccc42)C[C@H](C)CC3)n1. As for the net charge: 0.

Bonds (Å) are listed after each position.
Atoms and positions in Å:
1 C 3.9253 -3.8671 0.4812  C2 1.491, H26 1.086, H27 1.087, H28 1.090
2 C 2.5345 -3.9915 1.0043  C1 1.491, C3 1.394, N25 1.326
3 C 1.8804 -5.2153 1.1400  C2 1.394, C4 1.386, H29 1.077
4 C 0.5958 -5.1841 1.6604  C3 1.386, N5 1.321, H30 1.082
5 N -0.0084 -4.0566 1.9916  C4 1.321, C6 1.324
6 C 0.6928 -2.9486 1.8056  N5 1.324, S7 1.749, N25 1.319
7 S -0.1335 -1.4676 2.2335  C6 1.749, C8 1.833
8 C 1.0207 -0.2294 1.5299  S7 1.833, C9 1.513, H31 1.086, H32 1.091
9 C 0.7064 -0.0008 0.0677  C8 1.513, O10 1.210, N11 1.379
10 O 1.2030 -0.6994 -0.7868  C9 1.210
11 N -0.1170 1.0589 -0.2499  C9 1.379, C12 1.408, C19 1.400
12 C -0.1214 1.6475 -1.5289  N11 1.408, C13 1.354, C24 1.486
13 C -0.9385 2.7277 -1.5437  C12 1.354, C14 1.433, C20 1.491
14 C -1.5183 2.8506 -0.2393  C13 1.433, C15 1.389, C19 1.414
15 C -2.4371 3.7492 0.2881  C14 1.389, C16 1.379, H33 1.079
16 C -2.8540 3.5777 1.5917  C15 1.379, C17 1.390, H34 1.080
17 C -2.3838 2.5093 2.3471  C16 1.390, C18 1.385, H35 1.079
18 C -1.4675 1.6037 1.8397  C17 1.385, C19 1.386, H36 1.077
19 C -1.0032 1.7937 0.5472  N11 1.400, C14 1.414, C18 1.386
20 C -1.1645 3.5952 -2.7348  C13 1.491, C21 1.533, H37 1.095, H38 1.093
21 C -0.7040 2.8732 -4.0065  C20 1.533, C22 1.527, C23 1.533, H39 1.096
22 C -1.7212 1.8143 -4.4255  C21 1.527, H40 1.088, H41 1.088, H42 1.086
23 C 0.6851 2.2692 -3.7718  C21 1.533, C24 1.531, H43 1.093, H44 1.091
24 C 0.6821 1.1850 -2.6902  C12 1.486, C23 1.531, H45 1.093, H46 1.092
25 N 1.9298 -2.8641 1.3547  C2 1.326, C6 1.319
26 H 4.2154 -4.7584 -0.0681  C1 1.086
27 H 3.9916 -2.9929 -0.1618  C1 1.087
28 H 4.6155 -3.7248 1.3125  C1 1.090
29 H 2.3527 -6.1408 0.8552  C3 1.077
30 H 0.0178 -6.0860 1.8151  C4 1.082
31 H 0.9530 0.6741 2.1291  C8 1.086
32 H 2.0084 -0.6876 1.5945  C8 1.091
33 H -2.8191 4.5557 -0.3191  C15 1.079
34 H -3.5658 4.2638 2.0260  C16 1.080
35 H -2.7463 2.3715 3.3545  C17 1.079
36 H -1.1747 0.7671 2.4507  C18 1.077
37 H -0.6068 4.5299 -2.6135  C20 1.095
38 H -2.2230 3.8555 -2.8099  C20 1.093
39 H -0.6217 3.6079 -4.8158  C21 1.096
40 H -1.3425 1.2314 -5.2621  C22 1.088
41 H -2.6520 2.2867 -4.7327  C22 1.088
42 H -1.9392 1.1413 -3.6009  C22 1.086
43 H 1.3623 3.0713 -3.4691  C23 1.093
44 H 1.0660 1.8455 -4.7025  C23 1.091
45 H 0.2645 0.2529 -3.0799  C24 1.093
46 H 1.7065 0.9607 -2.3861  C24 1.092



ii) Molecular formula: C20H21N3OS
Method: DFT, ωB97M-V/def2-TZVPD

The calculation puts the HOMO energy at -8.01 eV. Its multiplicity is 1. As for the SMILES: CCc1ccc(NC(=S)N(Cc2cccnc2)Cc2ccco2)cc1. As for the net charge: 0.

Bonds (Å) are listed after each position.
Atoms and positions in Å:
1 C 1.3006 -6.2101 2.3572  C2 1.530, H26 1.087, H27 1.088, H28 1.088
2 C 1.6617 -4.7770 2.7538  C1 1.530, C3 1.501, H29 1.092, H30 1.092
3 C 0.7722 -3.7954 2.0472  C2 1.501, C4 1.390, C25 1.389
4 C -0.4452 -3.4137 2.5984  C3 1.390, C5 1.380, H31 1.080
5 C -1.2843 -2.5404 1.9364  C4 1.380, C6 1.393, H32 1.080
6 C -0.9211 -2.0218 0.6953  C5 1.393, N7 1.400, C24 1.393
7 N -1.8075 -1.1500 0.0515  C6 1.400, C8 1.370, H33 1.012
8 C -1.5843 -0.3717 -1.0535  N7 1.370, S9 1.658, N10 1.352
9 S -2.7744 -0.3104 -2.2062  C8 1.658
10 N -0.4336 0.3315 -1.1539  C8 1.352, C11 1.449, C18 1.455
11 C -0.0948 0.9925 -2.3979  N10 1.449, C12 1.506, H34 1.096, H35 1.096
12 C -0.3834 2.4700 -2.4299  C11 1.506, C13 1.389, C17 1.393
13 C 0.5418 3.3627 -2.9569  C12 1.389, C14 1.384, H36 1.082
14 C 0.2453 4.7144 -2.9769  C13 1.384, C15 1.386, H37 1.079
15 C -0.9733 5.1249 -2.4597  C14 1.386, N16 1.321, H38 1.082
16 N -1.8680 4.2857 -1.9689  C15 1.321, C17 1.319
17 C -1.5861 2.9970 -1.9641  C12 1.393, N16 1.319, H39 1.081
18 C 0.4157 0.6534 -0.0173  N10 1.455, C19 1.495, H40 1.095, H41 1.090
19 C 0.3360 2.1012 0.3458  C18 1.495, C20 1.364, O23 1.350
20 C 1.2321 3.1232 0.2285  C19 1.364, C21 1.416, H42 1.071
21 C 0.5817 4.2771 0.7277  C20 1.416, C22 1.359, H43 1.070
22 C -0.6571 3.8690 1.1109  C21 1.359, O23 1.341, H44 1.071
23 O -0.8117 2.5552 0.8921  C19 1.350, C22 1.341
24 C 0.2853 -2.4196 0.1239  C6 1.393, C25 1.381, H45 1.079
25 C 1.1165 -3.2919 0.7995  C3 1.389, C24 1.381, H46 1.081
26 H 1.9461 -6.9206 2.8681  C1 1.087
27 H 1.4145 -6.3455 1.2841  C1 1.088
28 H 0.2678 -6.4266 2.6207  C1 1.088
29 H 2.7047 -4.5842 2.4950  C2 1.092
30 H 1.5514 -4.6645 3.8342  C2 1.092
31 H -0.7396 -3.8043 3.5617  C4 1.080
32 H -2.2283 -2.2520 2.3752  C5 1.080
33 H -2.7854 -1.3864 0.1637  N7 1.012
34 H -0.6749 0.5040 -3.1893  C11 1.096
35 H 0.9723 0.8269 -2.5868  C11 1.096
36 H 1.4851 3.0017 -3.3442  C13 1.082
37 H 0.9447 5.4306 -3.3799  C14 1.079
38 H -1.2515 6.1703 -2.4385  C15 1.082
39 H -2.3579 2.3529 -1.5664  C17 1.081
40 H 1.4545 0.4065 -0.2619  C18 1.095
41 H 0.1040 0.0600 0.8422  C18 1.090
42 H 2.2262 3.0637 -0.1652  C20 1.071
43 H 0.9832 5.2673 0.7866  C21 1.070
44 H -1.4887 4.3974 1.5312  C22 1.071
45 H 0.5598 -2.0601 -0.8561  C24 1.079
46 H 2.0481 -3.5931 0.3425  C25 1.081



Result of the stability comparison: i) is the most stable of them.